Computed, not measured: one molecule with the formula C11H12N2O2 in a non-equilibrium geometry, with ωB97M-V/def2-TZVPD.

Output
HOMO energy ... -9.27 eV
Total energy ... -18674.360 eV
F_max ... 6.02 eV/A
LUMO ... 0.136 eV
Relative energy (zero: lowest compared OMol25 entry of this formula, charge and spin) ... 84.0 kcal/mol

Positions of all 27 atoms, in Å:
C  0.17  1.41  3.23
C  1.36  1.72  2.62
C  -0.87  0.76  2.57
C  1.51  1.40  1.27
C  -0.71  0.34  1.28
C  0.48  0.73  0.71
C  -1.68  -0.34  0.37
C  1.30  -1.36  -1.21
C  0.28  -0.20  -1.29
C  0.42  1.01  -2.17
C  -1.90  -1.13  -1.90
N  -1.11  -0.48  -0.90
N  0.99  -2.53  -0.58
O  -2.84  -0.53  0.68
O  2.38  -1.27  -1.76
H  -0.13  1.65  4.19
H  2.26  2.13  3.04
H  -1.83  0.64  3.18
H  2.47  1.71  0.87
H  -0.36  1.60  -2.03
H  0.44  0.60  -3.25
H  1.32  1.47  -1.98
H  -3.03  -1.02  -1.76
H  -1.68  -0.60  -2.89
H  -1.74  -2.12  -1.92
H  0.74  -2.42  0.38
H  1.78  -3.18  -0.73